Arrangement 1

C4H7F | ωB97M-V/def2-TZVPD

Summary:
HOMO level = -9.58 eV
Kohn-Sham gap = 10.5668 eV
SMILES = C=C(C)CF

```
! wB97M-V def2-TZVPD RIJCOSX def2/J DEFGRID3
* xyz 0 1
C -0.1686 1.5646 0.0644
C -0.0984 0.2469 0.0313
C -1.2555 -0.6660 -0.1128
C 1.4081 -0.4897 0.1614
F 2.5804 0.1474 -0.1621
H -0.9795 2.3710 -0.2935
H 0.7014 2.1199 0.1203
H -2.3772 -0.3111 -0.5366
H -1.5033 -1.0117 0.9637
H -0.7367 -1.5651 -0.7026
H 1.1820 -1.3235 -0.7369
H 1.2472 -1.0826 1.2032
*
```

Here are the Löwdin charges for atoms 1 to 6, given in e: 0.000, -0.405, -0.126, -0.174, -0.035, 0.114

Arrangement 2

C4H7F | ωB97M-V/def2-TZVPD

Summary:
HOMO level = -9.28 eV
Kohn-Sham gap = 10.2904 eV
SMILES = C=C(C)CF

```
! wB97M-V def2-TZVPD RIJCOSX def2/J DEFGRID3
* xyz 0 1
C -0.3763 1.4535 -0.2341
C -0.0701 0.1103 0.0003
C -1.1772 -0.9069 -0.2799
C 1.3697 -0.2376 0.4985
F 2.0881 -0.1389 -0.7479
H -1.3836 1.8219 -0.0829
H 0.4519 2.1367 -0.1013
H -1.8780 -0.2809 -0.6870
H -1.4318 -1.5056 0.6010
H -0.9742 -1.6955 -1.0549
H 1.4730 -1.2190 0.9095
H 1.9085 0.4621 1.1787
*
```

Here are the Löwdin charges for atoms 1 to 6, given in e: 0.048, -0.280, -0.070, -0.118, -0.107, 0.060

arrangement 2 is the most stable structure; the next one sits 141.3 kJ/mol above it.

Arrangement 1

C4H11N2S | ωB97M-V/def2-TZVPD

Summary:
HOMO level = -2.27 eV
Kohn-Sham gap = 5.8655 eV
SMILES = NCCNCC[S-]

```
! wB97M-V def2-TZVPD RIJCOSX def2/J DEFGRID3
* xyz -1 1
N 0.8598 1.6853 -1.4070
C 1.4455 0.4583 -0.9331
C 1.2760 0.3573 0.5643
N -0.1680 0.3149 0.8350
C -0.7566 -1.0938 0.5942
C -2.1831 -0.8624 0.2070
S -3.0655 -2.4500 0.2750
H -0.0666 1.6765 -1.0525
H 1.4055 2.5019 -1.4605
H 0.9763 -0.3437 -1.3810
H 2.5073 0.3773 -1.1407
H 1.7200 1.2085 1.0984
H 1.8865 -0.5194 0.7541
H -0.3313 0.4074 1.7447
H -0.5233 -1.7935 1.5128
H -0.1385 -1.4139 -0.2651
H -2.2900 -0.4259 -0.8251
H -2.5537 -0.0847 0.8797
*
```

Here are the Löwdin charges for atoms 1 to 6, given in e: 0.004, -0.304, -0.266, -0.075, -0.341, -0.829

Arrangement 2

C4H11N2S | ωB97M-V/def2-TZVPD

Summary:
HOMO level = -2.52 eV
Kohn-Sham gap = 6.1485 eV

```
! wB97M-V def2-TZVPD RIJCOSX def2/J DEFGRID3
* xyz -1 1
C 1.2223 1.7092 -2.4721
C 0.5749 0.3875 -2.1145
C 0.2850 0.2134 -0.6075
S 1.7990 0.3017 0.4043
H 0.6707 2.5430 -2.0298
H 1.2163 1.8385 -3.5594
H 2.2156 1.7189 -2.0327
H -0.3586 0.2036 -2.6719
H 1.1967 -0.4727 -2.3906
H -0.2436 -0.7289 -0.4611
H -0.4606 0.9559 -0.2879
N -0.1491 -1.0570 2.6727
C -1.4642 -1.3609 2.7188
N -2.2729 -1.2189 1.7352
H 0.3136 -0.6074 1.8517
H 0.4007 -1.1285 3.5019
H -1.7614 -1.7671 3.6929
H -3.1843 -1.5303 2.0500
*
```

Here are the Löwdin charges for atoms 1 to 6, given in e: -0.173, -0.396, -0.767, 0.183, 0.063, 0.052

Arrangement 3

C4H11N2S | ωB97M-V/def2-TZVPD

Summary:
HOMO level = -2.47 eV
Kohn-Sham gap = 6.2418 eV
SMILES = CN[C@H](CN)C[S-]

```
! wB97M-V def2-TZVPD RIJCOSX def2/J DEFGRID3
* xyz -1 1
C -0.9177 0.9722 1.7286
N -0.4711 1.4236 0.4155
C 0.2642 0.3813 -0.3981
C -0.7920 -0.4094 -1.1537
N -0.2470 -1.4649 -2.0306
C 1.2346 -0.4798 0.4163
S 2.6645 -1.1258 -0.5233
H -1.8201 1.4938 2.0285
H -1.1096 -0.0969 1.7268
H -0.2231 1.1904 2.5396
H 0.2237 2.1490 0.5439
H 0.8886 0.9380 -1.0930
H -1.3594 0.2499 -1.7978
H -1.4445 -0.9204 -0.4430
H 0.2672 -2.1395 -1.4745
H 0.4873 -1.0339 -2.5845
H 0.7012 -1.2949 0.9147
H 1.6534 0.1675 1.1846
*
```

Here are the Löwdin charges for atoms 1 to 6, given in e: -0.165, -0.097, -0.456, -0.278, -0.034, -0.747

arrangement 2 is the most stable structure; the next one sits 43.6 kJ/mol above it.

Arrangement 1

C24H20BrN8O2PdS2Se | ωB97M-V/def2-TZVPD

Summary:
HOMO level = -16.38 eV
Kohn-Sham gap = 5.7271 eV

```
! wB97M-V def2-TZVPD RIJCOSX def2/J DEFGRID3
* xyz 3 1
Pd 1.3645 0.9448 -0.7448
O 0.5052 -0.1262 1.9308
N -0.1953 -0.6637 2.6057
N -1.6790 -1.3736 1.5994
O -1.6227 -1.1391 0.4386
C -2.6574 -2.0789 2.2439
C -3.7016 -2.6789 1.4984
C -4.6701 -3.3758 2.1702
C -4.6083 -3.4753 3.5682
C -3.5822 -2.8808 4.3033
C -2.5941 -2.1812 3.6513
H -3.7143 -2.5838 0.4211
H -5.4785 -3.8507 1.6319
H -5.3765 -4.0314 4.0911
H -3.5628 -2.9721 5.3801
H -1.7955 -1.7216 4.2151
C 4.2707 -1.5674 -1.2556
C 4.3374 -0.2234 -0.5998
N 3.4156 0.7321 -0.5469
C 3.9323 1.8859 0.0370
C 5.2155 1.7912 0.4486
S 5.8214 0.2485 0.0659
C 3.0817 3.0675 0.0250
C 3.3773 4.3089 0.4663
S 2.1168 5.3752 0.0464
C 1.2356 4.1212 -0.6756
N 1.8490 2.9480 -0.6109
C -0.0304 4.4765 -1.3901
H 3.6756 -1.5305 -2.1650
H 3.8725 -2.3312 -0.5894
H 5.2779 -1.8798 -1.5262
H 5.8284 2.5454 0.9143
H 4.2614 4.6480 0.9806
H 0.0724 5.4696 -1.8249
H -0.8798 4.5119 -0.7071
H -0.2331 3.7813 -2.1980
Se -2.1622 2.8228 1.9911
N -3.3911 2.5855 0.7557
C -2.7768 2.1247 -0.3188
C -3.4233 1.7794 -1.5411
C -2.6416 1.2806 -2.5316
C -1.2415 1.1363 -2.3336
N -0.5855 1.4788 -1.2519
C -1.3536 1.9459 -0.1967
N -0.8273 2.2347 0.9731
H -4.4915 1.9185 -1.6470
H -3.0496 1.0042 -3.4935
H -0.6494 0.7820 -3.1662
Br 1.3655 -4.5090 1.0335
C 1.0704 -3.3282 -0.3902
C 0.5380 -3.7532 -1.6005
C 0.3738 -2.8125 -2.6038
C 0.7163 -1.4941 -2.3628
N 1.2287 -1.0852 -1.1958
C 1.4064 -1.9976 -0.2331
H 0.2803 -4.7925 -1.7571
H -0.0124 -3.0957 -3.5732
H 0.6302 -0.7525 -3.1415
H 1.8666 -1.6633 0.6861
*
```

Here are the Löwdin charges for atoms 1 to 6, given in e: 1.024, 0.128, 0.257, -0.052, 0.095, -0.207

Arrangement 2

C24H20BrN8O2PdS2Se | ωB97M-V/def2-TZVPD

Summary:
HOMO level = -16.44 eV
Kohn-Sham gap = 5.6701 eV

```
! wB97M-V def2-TZVPD RIJCOSX def2/J DEFGRID3
* xyz 3 1
Pd 1.3283 0.9049 -0.6214
O 0.6739 -0.0559 2.0031
N -0.0537 -0.6004 2.6308
N -1.4668 -1.2039 1.4279
O -1.3054 -0.8963 0.2893
C -2.5103 -1.9187 1.9468
C -3.5006 -2.4456 1.0808
C -4.5380 -3.1544 1.6244
C -4.5980 -3.3376 3.0143
C -3.6259 -2.8151 3.8681
C -2.5705 -2.1054 3.3462
H -3.4190 -2.2870 0.0139
H -5.3075 -3.5748 0.9920
H -5.4199 -3.9029 3.4361
H -3.7007 -2.9699 4.9352
H -1.8144 -1.7021 4.0039
C 4.2141 -1.6131 -1.2547
C 4.3138 -0.2392 -0.6643
N 3.3883 0.7139 -0.5808
C 3.9382 1.8940 -0.0853
C 5.2475 1.8247 0.2313
S 5.8364 0.2690 -0.1334
C 3.0764 3.0704 -0.0857
C 3.3911 4.3305 0.2751
S 2.0904 5.3684 -0.1008
C 1.1721 4.0797 -0.6976
N 1.8006 2.9126 -0.6242
C -0.1478 4.3980 -1.3313
H 3.5536 -1.6221 -2.1184
H 3.8747 -2.3501 -0.5285
H 5.2023 -1.9287 -1.5845
H 5.8866 2.6015 0.6176
H 4.3069 4.6985 0.7074
H -0.0843 5.3704 -1.8169
H -0.9439 4.4620 -0.5888
H -0.4061 3.6661 -2.0892
Se -2.0487 2.8845 2.2159
N -3.3456 2.5785 1.0674
C -2.7879 2.0757 -0.0189
C -3.5008 1.6658 -1.1831
C -2.7722 1.1280 -2.1937
C -1.3613 1.0083 -2.0730
N -0.6455 1.4111 -1.0512
C -1.3577 1.9189 0.0259
N -0.7678 2.2657 1.1482
H -4.5754 1.7872 -1.2310
H -3.2325 0.8000 -3.1151
H -0.8158 0.6176 -2.9209
Br 1.5439 -4.4922 1.3116
C 1.1353 -3.3589 -0.1220
C 0.5283 -3.8271 -1.2797
C 0.2812 -2.9193 -2.2963
C 0.6206 -1.5903 -2.1184
N 1.2077 -1.1392 -1.0026
C 1.4611 -2.0202 -0.0270
H 0.2758 -4.8740 -1.3875
H -0.1679 -3.2361 -3.2275
H 0.4683 -0.8732 -2.9096
H 1.9746 -1.6521 0.8501
*
```

Here are the Löwdin charges for atoms 1 to 6, given in e: 1.027, 0.125, 0.276, -0.031, 0.067, -0.205

arrangement 1 is the most stable structure; the next one sits 26.6 kJ/mol above it.

Arrangement 1

C7H15N4 | ωB97M-V/def2-TZVPD

Summary:
HOMO level = -11.84 eV
Kohn-Sham gap = 7.6487 eV
SMILES = C[C@H]1/N=N\[C@H](C)/[NH+]=C/CCN1

```
! wB97M-V def2-TZVPD RIJCOSX def2/J DEFGRID3
* xyz 1 1
C 2.0916 1.6758 -0.7965
C 1.1953 1.4734 0.3615
N -0.1335 2.0234 0.1074
N -1.2576 1.6208 -0.0064
C -1.9057 0.3549 -0.3147
C -3.3310 0.4298 0.1856
N -1.2015 -0.7837 0.2428
C -0.5377 -1.7044 -0.3930
C 0.6532 -2.3665 0.1068
C 1.7002 -1.0891 0.0453
N 1.2631 0.0129 0.8373
H 3.1134 1.3336 -0.4819
H 2.0575 2.7493 -1.0318
H 1.8605 1.0048 -1.6367
H 1.4079 2.1348 1.1363
H -1.8961 0.3196 -1.4086
H -4.0406 0.4518 -0.5572
H -3.5697 1.3184 0.6642
H -3.5502 -0.3926 0.8114
H -1.1720 -0.7503 1.2846
H -0.8478 -1.8179 -1.3639
H 1.2337 -3.2158 -0.4826
H 0.6319 -2.6640 1.1798
H 2.6519 -1.4392 0.6154
H 1.9486 -0.7346 -0.9216
H 1.6343 0.0547 1.8166
*
```

Here are the Löwdin charges for atoms 1 to 6, given in e: -0.045, -0.352, 0.078, 0.075, -0.318, -0.001

Arrangement 2

C7H15N4 | ωB97M-V/def2-TZVPD

Summary:
HOMO level = -13.06 eV
Kohn-Sham gap = 10.3297 eV

```
! wB97M-V def2-TZVPD RIJCOSX def2/J DEFGRID3
* xyz 1 1
C 0.4214 0.6720 -0.1972
C -2.0378 -2.1916 0.0948
C 1.0310 1.8570 -0.8964
C -1.4826 -3.0052 0.8646
C -1.6947 1.7030 0.1500
C 3.1784 -0.7758 -0.3006
C 2.4010 -0.2011 0.8275
N -1.0262 0.6703 -0.1475
N 0.9498 -0.1711 0.5340
N -2.9310 1.7540 0.2631
N -2.6299 -1.3325 -0.6146
H 2.1200 1.6959 -1.0257
H 0.6875 2.0725 -1.9403
H -0.4119 -3.1089 0.8385
H -1.9803 -3.6584 1.4650
H -0.9676 2.4852 0.3543
H 2.9559 -1.8299 -0.3558
H 2.7790 -0.2348 -1.2942
H 4.2604 -0.7141 -0.1228
H 2.6259 -0.7523 1.7301
H 2.5534 0.8571 0.9747
H -1.4718 -0.2268 -0.5364
H -3.3644 2.5480 0.7467
H -3.5907 0.9556 0.2220
H -3.2868 -1.7910 -1.3367
H 0.9117 2.7230 -0.2969
*
```

Here are the Löwdin charges for atoms 1 to 6, given in e: -0.369, -0.216, -0.008, 0.063, -0.221, -0.091

arrangement 2 is the most stable structure; the next one sits 147.1 kJ/mol above it.

Arrangement 1

C5H11O2 | ωB97M-V/def2-TZVPD

Summary:
<S²> = 0.754
HOMO level (alpha / beta) = -11.15 / -10.83 eV
Kohn-Sham gap (alpha / beta) = 11.9646 / 7.7660 eV

```
! wB97M-V def2-TZVPD RIJCOSX def2/J DEFGRID3
* xyz 0 2
C 2.2119 2.0996 -0.2339
C 0.7199 2.2910 -0.0825
O 0.1397 1.4239 0.6923
O 0.1088 3.1807 -0.6230
H 2.5361 1.0618 -0.3114
H 2.7403 2.4995 0.6296
H 2.4480 2.6342 -1.1567
C -1.5529 -1.3542 -0.1249
C -1.2096 -1.3098 1.3863
C -0.3275 -1.4791 -1.0664
H -2.2112 -2.2087 -0.2949
H -2.1448 -0.4861 -0.3715
H -1.6070 -2.1919 1.8702
H -1.7229 -0.4659 1.8476
H -0.4582 -2.2234 -1.8527
H -0.0742 -0.4859 -1.4532
H -0.1475 -1.2509 1.5969
H 0.5512 -1.7348 -0.4518
*
```

Here are the Löwdin charges for atoms 1 to 6, given in e: 0.023, -0.640, 0.240, 0.116, 0.084, 0.091

Arrangement 2

C5H11O2 | ωB97M-V/def2-TZVPD

Summary:
<S²> = 0.754
HOMO level (alpha / beta) = -10.26 / -10.19 eV
Kohn-Sham gap (alpha / beta) = 11.0338 / 7.8338 eV

```
! wB97M-V def2-TZVPD RIJCOSX def2/J DEFGRID3
* xyz 0 2
C 0.9592 -0.8703 0.2289
O 2.0965 -1.3615 -0.3912
C -0.1603 -0.8612 -0.8170
C -1.5007 -0.4444 -0.2289
C -1.3825 0.8705 0.5024
C -2.0595 1.9334 0.0795
H 1.1224 0.1860 0.5051
H 0.8146 -1.6193 1.0453
H 0.0785 -0.2235 -1.6842
H -0.1335 -1.8868 -1.2423
H -1.7608 -1.3048 0.4013
H -2.3354 -0.5536 -0.9240
H -1.1820 0.6136 1.5349
H -2.5377 1.9650 -0.9065
H -2.0136 2.9248 0.5224
H 3.0354 0.8752 0.4184
H 3.2372 -0.5165 0.2276
O 3.7224 0.2735 0.7283
*
```

Here are the Löwdin charges for atoms 1 to 6, given in e: -0.277, 0.020, -0.193, -0.233, -0.190, 0.016

Arrangement 3

C5H11O2 | ωB97M-V/def2-TZVPD

Summary:
<S²> = 0.755
HOMO level (alpha / beta) = -10.75 / -10.59 eV
Kohn-Sham gap (alpha / beta) = 11.5290 / 7.1028 eV

```
! wB97M-V def2-TZVPD RIJCOSX def2/J DEFGRID3
* xyz 0 2
C -0.5418 0.7432 1.4378
C -1.3875 1.2803 0.2744
C -1.2797 -0.4437 2.0824
H -0.3486 1.4934 2.2129
H 0.4674 0.6471 1.0370
H -1.0816 2.2703 -0.0691
H -1.2988 0.5399 -0.5232
H -1.7100 -0.2806 3.0700
H -2.4438 1.3924 0.5244
H -0.5803 -1.2652 2.2931
H -2.0561 -0.8111 1.4164
C 1.5298 -1.4228 -2.0404
C 1.9840 0.0749 -1.8183
O 2.0994 0.6690 -2.9269
O 2.2701 0.3829 -0.6797
H 2.1105 -1.7804 -2.8891
H 0.4591 -1.4542 -2.2117
H 1.8079 -2.0357 -1.1902
*
```

Here are the Löwdin charges for atoms 1 to 6, given in e: -0.305, -0.134, -0.119, 0.095, 0.072, 0.067

arrangement 1 is the most stable structure; the next one sits 24.8 kJ/mol above it.

Arrangement 1

C7H13O | ωB97M-V/def2-TZVPD

Summary:
HOMO level = -2.13 eV
Kohn-Sham gap = 5.5067 eV
SMILES = C=C(CC)CCC[O-]

```
! wB97M-V def2-TZVPD RIJCOSX def2/J DEFGRID3
* xyz -1 1
C 0.7823 1.6648 0.5154
C 0.5993 0.3345 0.4336
C 1.4000 -0.6431 1.2276
C 1.1020 -0.8360 2.7455
C -0.1169 -0.1752 -0.7680
C -1.0553 0.6662 -1.6231
C -2.1347 -0.2698 -2.3277
O -1.6442 -1.0069 -3.3390
H 1.3647 2.1781 1.2691
H 0.1528 2.3390 -0.0449
H 1.2757 -1.6471 0.7792
H 2.4806 -0.5405 1.2302
H 0.7537 0.0425 3.2766
H 0.5211 -1.7332 2.9586
H 1.9985 -1.0475 3.3567
H 0.6682 -0.4982 -1.4771
H -0.5795 -1.1619 -0.6095
H -1.6605 1.3572 -1.0187
H -0.5794 1.3350 -2.3341
H -2.4944 -0.8497 -1.4506
H -2.8338 0.4917 -2.7999
*
```

Here are the Löwdin charges for atoms 1 to 6, given in e: 0.032, -0.324, -0.219, -0.112, -0.219, -0.235

Arrangement 2

C7H13O | ωB97M-V/def2-TZVPD

Summary:
HOMO level = -0.99 eV
Kohn-Sham gap = 3.5444 eV

```
! wB97M-V def2-TZVPD RIJCOSX def2/J DEFGRID3
* xyz -1 1
C 3.3651 0.2397 -0.5701
O 4.4108 0.2180 0.3287
C 2.1079 -0.2821 0.1373
C 0.8601 0.5123 -0.1729
C -0.3804 0.1799 0.5630
C -4.0121 -0.6438 -0.2250
C -2.8352 -0.1903 0.5746
C -1.6222 -0.0099 -0.0367
H 3.5915 -0.2866 -1.5133
H 3.1538 1.2804 -0.8661
H 2.3458 -0.2704 1.2048
H 1.8976 -1.3412 -0.0653
H 0.5964 0.4475 -1.2339
H 1.1024 1.5893 0.0702
H -0.2763 -0.0848 1.6173
H 3.4542 1.3177 0.9238
H -4.4580 -1.6254 0.0482
H -3.7990 -0.7174 -1.2908
H -4.9291 -0.0627 -0.0183
H -2.9555 -0.2414 1.6530
H -1.6178 -0.0288 -1.1289
*
```

Here are the Löwdin charges for atoms 1 to 6, given in e: -0.499, -0.195, -0.264, -0.317, -0.217, -0.216

Arrangement 3

C7H13O | ωB97M-V/def2-TZVPD

Summary:
HOMO level = -2.14 eV
Kohn-Sham gap = 5.3707 eV
SMILES = C=CCCCCC[O-]

```
! wB97M-V def2-TZVPD RIJCOSX def2/J DEFGRID3
* xyz -1 1
C -1.1085 2.4893 2.8765
C -0.3220 1.9749 1.9502
C -0.2470 0.5160 1.5654
C -0.5644 0.3442 0.0819
C -0.1083 -1.0212 -0.5057
C 0.3201 -0.9293 -1.9720
C 1.4241 -1.9930 -2.4152
O 2.1916 -1.5463 -3.4093
H -1.1380 3.5644 3.0674
H -1.8140 1.9243 3.4834
H 0.3532 2.5544 1.3296
H -0.9004 -0.0994 2.1929
H 0.7598 0.1205 1.7249
H -0.1600 1.1514 -0.5394
H -1.6393 0.4054 -0.1308
H 0.7009 -1.4147 0.1181
H -0.9157 -1.7636 -0.4696
H 0.8585 -0.0047 -2.2013
H -0.5458 -1.1206 -2.6182
H 1.9875 -2.2146 -1.4616
H 0.8678 -2.9374 -2.6675
*
```

Here are the Löwdin charges for atoms 1 to 6, given in e: -0.029, -0.201, -0.229, -0.227, -0.241, -0.221

arrangement 3 is the most stable structure; the next one sits 42.5 kJ/mol above it.